C25H20ClP2S2V | the ωB97M-V functional and the def2-TZVPD basis

Each line ends with the Löwdin charge.
Positions of all 51 atoms, in Å:
V 5.1960 -17.1240 4.1236  -0.110
S 4.2093 -15.2687 4.6932  0.599
P 3.4767 -15.8533 2.8773  0.596
C 4.4269 -17.2506 2.4497  -0.526
P 6.0674 -17.3005 1.8274  0.716
S 7.3718 -17.1508 3.6131  0.548
C 6.5285 -18.9577 1.2685  -0.388
C 5.5795 -19.9252 1.4845  -0.078
C 5.8569 -21.2607 1.0772  -0.040
C 7.0131 -21.5996 0.4411  -0.033
C 8.0417 -20.6367 0.4293  -0.036
C 7.7900 -19.3089 0.7582  -0.072
C 6.5948 -16.0352 0.6053  -0.325
C 6.6557 -14.6790 1.0151  -0.107
C 6.8462 -13.6543 0.0910  -0.035
C 7.0845 -14.0300 -1.2780  -0.010
C 7.0182 -15.3850 -1.6881  -0.023
C 6.7054 -16.3607 -0.7248  -0.076
C 1.7995 -16.4907 3.2427  -0.350
C 1.5430 -17.8545 3.2728  -0.096
C 0.3108 -18.2991 3.6960  -0.042
C -0.7035 -17.3897 4.0108  -0.044
C -0.5046 -16.0325 3.9478  -0.047
C 0.7650 -15.5750 3.5548  -0.061
C 3.3781 -14.4702 1.6862  -0.354
C 3.8718 -13.2217 2.0367  -0.122
C 3.6251 -12.0967 1.2504  -0.043
C 2.6983 -12.1757 0.2007  -0.015
C 2.0568 -13.4032 0.0093  -0.045
C 2.4793 -14.5521 0.6542  -0.088
H 4.6115 -19.6814 1.8834  0.085
H 5.0668 -21.9510 1.3702  0.123
H 7.2883 -22.5948 0.0419  0.138
H 9.0043 -20.9250 -0.0031  0.127
H 8.5951 -18.5895 0.6053  0.124
H 6.5969 -14.3968 2.0487  0.091
H 6.8902 -12.5619 0.3209  0.132
H 7.1859 -13.2955 -2.0835  0.121
H 7.2088 -15.6798 -2.7127  0.121
H 6.4688 -17.3170 -1.1141  0.108
H 2.3943 -18.5257 3.0141  0.098
H 0.2104 -19.3473 3.9512  0.123
H -1.6934 -17.7608 4.3025  0.131
H -1.3115 -15.3235 4.2308  0.137
H 0.8505 -14.4811 3.4498  0.125
H 4.5610 -13.1539 2.8964  0.093
H 4.2602 -11.2038 1.4217  0.133
H 2.5392 -11.3743 -0.5153  0.126
H 1.2132 -13.5458 -0.6946  0.135
H 2.0165 -15.5431 0.3978  0.144
Cl 4.6501 -18.6451 5.4919  0.292

Atoms 1-2, force components in eV/Å:
1.28 -0.65 0.78
0.67 0.32 0.53

LUMO = -8.70 eV
E_HOMO = -15.04 eV
DFT total energy = -3847.366789 a.u.
Net charge = +2
Maximum force = 3.61 eV Å⁻¹